1.
C4H12 | wB97M-V/def2-TZVPD

The geometry in XYZ format:
```
16
Properties=species:S:1:pos:R:3:forces:R:3:lowdin_charge:R:1
C 0.937584 -1.146669 -2.013373 -0.2 0.5 0.8 -0.17
C 0.507127 0.114171 -2.752952 -0.4 0.4 -0.2 -0.18
H 0.809448 -2.034635 -2.625135 0.2 -0.1 0.0 0.06
H 1.950003 -1.065018 -1.605598 0.0 -0.1 -0.4 0.06
H 0.326516 -1.245971 -1.107550 -0.1 -0.3 -0.3 0.05
H 0.166064 0.907107 -2.084449 0.4 0.0 0.2 0.05
H -0.387751 -0.057967 -3.358513 0.2 -0.2 -0.2 0.06
H 1.281460 0.537000 -3.399414 -0.1 -0.2 0.0 0.06
C -0.172610 0.126231 2.760814 0.2 0.1 0.5 -0.18
C -1.221060 0.912562 1.972313 -0.6 -1.2 -0.2 -0.17
H -0.206569 0.359866 3.829484 0.0 0.1 -0.1 0.06
H -0.270698 -0.960708 2.690018 -0.2 0.2 -0.1 0.06
H 0.830844 0.368015 2.432632 0.2 0.0 -0.1 0.05
H -0.852831 1.832670 1.533775 0.0 0.2 0.2 0.06
H -2.115425 1.071376 2.583264 0.2 0.4 -0.1 0.06
H -1.582102 0.281963 1.144679 0.2 0.3 0.0 0.06
```
Positions in Å, forces in eV/Å.

Calculated values
Lowest unoccupied orbital energy in eV: 1.080
F_max in Eh/bohr: 0.02745
SMILES string: CC.CC
Relative energy (zero: lowest compared OMol25 entry of this formula, charge and spin) in kcal/mol: 4.7
Frontier orbital gap in eV: 12.820

=====

2.
C4H12 | wB97M-V/def2-TZVPD

The geometry in XYZ format:
```
16
Properties=species:S:1:pos:R:3:forces:R:3:lowdin_charge:R:1
C 1.319458 0.117199 -0.342573 -0.4 -0.6 2.2 -0.17
C 2.174884 -1.164410 -0.203661 1.8 3.2 -3.3 -0.14
H 0.733300 0.242113 0.665743 0.3 -0.6 -2.3 0.09
H 1.933087 0.958191 -0.220760 1.1 1.5 -0.6 0.04
H 0.721751 0.163122 -1.273094 0.5 -0.1 0.9 0.06
H 2.616259 -1.163132 0.747339 0.7 -0.6 1.1 0.05
H 1.511576 -1.873396 -0.445804 -2.2 -3.5 0.1 0.00
H 2.932709 -1.285054 -1.094912 -0.9 0.6 1.9 0.11
C -1.771049 0.040421 0.863545 -0.1 -0.2 3.4 -0.22
C -1.734308 0.969661 -0.361349 2.9 1.1 0.4 -0.19
H -2.842536 -0.065372 1.185739 0.9 -0.1 -0.2 0.05
H -1.334675 -1.040589 0.877201 -0.7 2.0 -0.8 0.08
H -1.257753 0.513507 1.860179 -1.1 -0.9 -2.5 0.10
H -0.936910 0.631400 -1.054813 -1.1 0.2 0.2 0.02
H -1.353508 2.035503 -0.113104 -0.8 -1.7 0.0 0.10
H -2.657210 1.106477 -0.869489 -0.8 -0.3 -0.3 0.04
```
Positions in Å, forces in eV/Å.

Calculated values
Lowest unoccupied orbital energy in eV: 1.132
F_max in Eh/bohr: 0.09556
SMILES string: CC.CC
Relative energy (zero: lowest compared OMol25 entry of this formula, charge and spin) in kcal/mol: 36.8
Frontier orbital gap in eV: 12.225

=====

3.
C4H12 | wB97M-V/def2-TZVPD

The geometry in XYZ format:
```
16
Properties=species:S:1:pos:R:3:forces:R:3:lowdin_charge:R:1
C 0.800995 -1.750541 -0.116799 0.5 0.3 0.4 -0.22
C -0.258701 -1.306496 -1.095515 -4.2 1.4 -2.4 -0.23
H 1.733978 -1.357651 -0.592880 -0.2 -1.3 1.0 0.08
H 0.804717 -1.484245 0.979231 -0.5 1.0 -1.3 0.07
H 0.611675 -2.800159 0.059254 1.2 -0.8 -0.8 0.05
H -1.028698 -2.123509 -1.453901 1.6 1.1 1.2 0.07
H -1.015920 -0.479354 -0.646189 2.0 -1.7 -1.4 0.07
H 0.106818 -0.989742 -2.221602 -0.4 -0.3 3.2 0.11
C -0.846152 1.500084 1.030892 -1.4 -1.0 -0.8 -0.20
C 0.418599 1.591973 0.252520 2.2 1.1 -1.1 -0.20
H -1.074481 0.442565 1.153995 0.0 -0.2 0.2 0.05
H -0.987970 1.906788 1.993163 0.7 0.8 1.2 0.05
H -1.698918 1.833676 0.481630 -0.6 0.6 -0.6 0.06
H 0.260057 1.777052 -0.910737 0.3 -1.7 2.3 0.12
H 1.070414 0.789853 0.718118 -0.5 0.4 -1.9 0.07
H 1.103581 2.449710 0.368823 -0.8 0.3 0.8 0.05
```
Positions in Å, forces in eV/Å.

Calculated values
Lowest unoccupied orbital energy in eV: 1.135
F_max in Eh/bohr: 0.09796
SMILES string: CC.CC
Relative energy (zero: lowest compared OMol25 entry of this formula, charge and spin) in kcal/mol: 49.0
Frontier orbital gap in eV: 11.955

=====

4.
C4H12 | wB97M-V/def2-TZVPD

The geometry in XYZ format:
```
16
Properties=species:S:1:pos:R:3:forces:R:3:lowdin_charge:R:1
C 1.107689 0.107528 -1.837380 0.5 2.6 3.6 -0.15
C 1.753099 1.535931 -1.718240 0.1 1.4 1.6 -0.19
H 1.939057 -0.516252 -1.997252 0.3 -1.4 -0.9 0.04
H 0.744410 -0.086933 -0.761404 0.3 -0.2 -1.9 0.05
H 0.294437 0.184637 -2.495124 -0.9 -0.8 -1.1 0.04
H 1.463741 1.985974 -0.665463 0.7 -0.6 -2.1 0.08
H 2.874734 1.472434 -1.744081 -1.0 0.1 0.1 0.06
H 1.468341 2.321128 -2.479164 0.1 -1.1 0.7 0.06
C -1.856146 -1.346811 2.143776 -1.7 1.2 1.3 -0.20
C -1.108947 -0.332750 1.241473 1.8 -3.8 -0.5 -0.21
H -2.988770 -1.075921 1.993032 1.8 -0.6 1.4 0.08
H -1.796798 -2.388738 1.842784 0.3 0.0 -0.3 0.03
H -1.358405 -1.326258 3.292189 -1.9 0.3 -3.1 0.13
H -0.109039 -0.842510 1.346828 -0.2 1.4 -0.7 0.07
H -1.089350 0.599997 1.696940 0.1 1.8 0.6 0.03
H -1.338054 -0.291455 0.141084 -0.2 -0.1 1.3 0.07
```
Positions in Å, forces in eV/Å.

Calculated values
Lowest unoccupied orbital energy in eV: 1.111
F_max in Eh/bohr: 0.08742
SMILES string: CC.CC
Relative energy (zero: lowest compared OMol25 entry of this formula, charge and spin) in kcal/mol: 37.2
Frontier orbital gap in eV: 12.113

=====

5.
C4H12 | wB97M-V/def2-TZVPD

The geometry in XYZ format:
```
16
Properties=species:S:1:pos:R:3:forces:R:3:lowdin_charge:R:1
C -2.128920 -0.365645 0.704629 1.1 0.2 0.0 -0.18
C -2.770910 0.047639 -0.604809 0.1 0.3 -0.2 -0.17
H -1.921911 0.544926 1.270085 -0.5 -0.2 0.5 0.06
H -2.640404 -1.145563 1.264821 -0.5 0.4 0.1 0.06
H -1.116190 -0.772308 0.590368 -0.2 -0.1 -0.5 0.04
H -3.683430 0.630344 -0.462114 -0.2 -0.4 0.2 0.06
H -2.965871 -0.803199 -1.249224 -0.1 0.0 -0.2 0.06
H -2.132469 0.754271 -1.144005 0.2 -0.3 0.0 0.06
C 3.124924 0.142383 0.122551 1.0 2.6 0.1 -0.18
C 1.630225 0.040235 -0.185708 1.1 -0.8 -1.0 -0.17
H 3.259376 0.789487 1.001348 0.0 -0.7 0.4 0.06
H 3.802616 -0.701125 0.194060 -0.6 -0.6 0.1 0.06
H 3.652276 0.811078 -0.581684 -0.4 -0.4 -0.3 0.06
H 1.350204 -0.993281 0.010054 -0.7 0.2 0.3 0.06
H 1.477605 0.212851 -1.252792 -0.1 -0.1 0.0 0.06
H 1.062884 0.807903 0.322418 -0.2 -0.3 0.4 0.06
```
Positions in Å, forces in eV/Å.

Calculated values
Lowest unoccupied orbital energy in eV: 1.141
F_max in Eh/bohr: 0.05464
SMILES string: CC.CC
Relative energy (zero: lowest compared OMol25 entry of this formula, charge and spin) in kcal/mol: 11.0
Frontier orbital gap in eV: 12.486

=====

6.
C4H12 | wB97M-V/def2-TZVPD

The geometry in XYZ format:
```
16
Properties=species:S:1:pos:R:3:forces:R:3:lowdin_charge:R:1
C 2.422276 0.990359 -1.238376 0.5 2.3 -1.6 -0.14
C 1.398414 2.171383 -1.309798 -1.5 -5.5 2.4 -0.14
H 1.890179 0.068844 -1.287083 -0.1 -0.8 -0.3 0.04
H 3.097694 1.185857 -2.103176 -0.5 -0.9 0.2 0.07
H 3.112926 0.953114 -0.418691 0.0 0.3 0.8 0.05
H 0.939300 2.320207 -0.343224 -0.2 0.4 0.1 0.06
H 0.621058 1.873820 -2.004472 -0.6 -0.7 0.2 0.06
H 1.617432 2.988385 -1.787364 2.5 5.0 -1.8 -0.01
C -1.911119 -1.024028 1.867061 -2.0 0.5 -1.7 -0.17
C -1.859587 -2.152846 0.777665 -1.3 1.8 -1.2 -0.17
H -2.508317 -1.020289 2.820299 -0.7 -1.0 -1.5 0.08
H -1.007530 -1.134540 2.330420 3.1 1.2 0.7 0.01
H -2.230735 -0.128444 1.287327 1.2 0.1 1.1 0.07
H -0.950535 -2.223982 0.127260 0.0 0.1 1.6 0.07
H -2.546051 -1.871869 -0.096792 -0.1 -1.0 1.7 0.08
H -2.085406 -2.995971 1.378944 -0.3 -1.7 -0.7 0.04
```
Positions in Å, forces in eV/Å.

Calculated values
Lowest unoccupied orbital energy in eV: 0.978
F_max in Eh/bohr: 0.12096
SMILES string: CC.CC
Relative energy (zero: lowest compared OMol25 entry of this formula, charge and spin) in kcal/mol: 43.9
Frontier orbital gap in eV: 11.683